# 1
This record from OMol25 describes a cluster of 8 separate species, C30H82N6O11 in total in a non-equilibrium geometry. The level of theory is ωB97M-V/def2-TZVPD.

Last column: Löwdin charge in e.
Atoms and positions in Å:
1 C -1.56 5.79 -6.17  -0.1057
2 O -1.80 7.00 -6.83  -0.1795
3 C -1.95 6.93 -8.17  -0.2616
4 C -2.05 8.34 -8.70  -0.4257
5 C -3.46 8.79 -8.53  -0.0805
6 N -1.74 8.34 -10.12  0.0148
7 H -2.48 5.21 -6.10  0.0868
8 H -1.13 5.96 -5.19  0.0917
9 H -0.88 5.14 -6.72  0.0831
10 H -1.05 6.43 -8.54  0.1221
11 H -2.78 6.26 -8.40  0.1312
12 H -1.32 9.03 -8.27  0.1492
13 H -4.14 8.06 -8.97  0.0788
14 H -3.61 9.76 -9.00  0.0809
15 H -3.70 8.70 -7.47  0.0809
16 H -1.77 9.20 -10.66  0.0657
17 H -2.32 7.79 -10.74  0.0680
18 C 2.46 -4.55 -3.42  -0.1504
19 O 2.53 -5.25 -2.27  -0.2092
20 C 2.91 -6.64 -2.42  -0.2038
21 C 2.91 -7.50 -1.20  -0.4481
22 C 1.64 -7.33 -0.45  -0.0737
23 N 4.04 -7.16 -0.33  0.0458
24 H 2.15 -3.57 -3.05  0.0896
25 H 1.57 -4.91 -3.94  0.0960
26 H 3.45 -4.52 -3.86  0.0982
27 H 2.31 -6.98 -3.27  0.1197
28 H 3.87 -6.69 -2.93  0.1174
29 H 3.07 -8.50 -1.61  0.1437
30 H 0.74 -7.76 -0.88  0.0830
31 H 1.35 -6.30 -0.25  0.0789
32 H 1.70 -7.82 0.52  0.0797
33 H 4.89 -7.10 -0.87  0.0661
34 H 3.90 -6.17 -0.19  0.0663
35 C 3.33 3.22 -9.61  -0.1230
36 O 3.68 2.40 -8.51  -0.1945
37 C 5.10 2.46 -8.23  -0.1622
38 C 5.57 1.80 -6.84  -0.4637
39 C 5.19 2.68 -5.70  -0.0857
40 N 6.98 1.49 -6.75  0.0363
41 H 2.29 2.96 -9.83  0.0907
42 H 3.83 2.92 -10.53  0.0769
43 H 3.64 4.24 -9.42  0.0879
44 H 5.68 1.96 -9.01  0.1145
45 H 5.44 3.49 -8.06  0.1136
46 H 4.96 0.90 -6.84  0.1267
47 H 5.30 2.15 -4.75  0.0716
48 H 4.13 2.94 -5.64  0.0820
49 H 5.79 3.59 -5.66  0.0854
50 H 7.13 0.75 -7.42  0.0721
51 H 7.14 1.21 -5.79  0.0713
52 C -3.71 -2.71 -0.34  -0.0909
53 O -3.57 -1.78 0.76  -0.1684
54 C -4.79 -1.23 1.15  -0.2666
55 C -4.62 0.19 1.57  -0.4133
56 C -4.12 0.25 3.06  -0.0624
57 N -5.96 0.76 1.70  0.0281
58 H -2.68 -2.99 -0.55  0.0805
59 H -4.08 -2.37 -1.31  0.0833
60 H -4.27 -3.61 -0.09  0.0846
61 H -5.45 -1.20 0.28  0.1084
62 H -5.40 -1.90 1.76  0.1384
63 H -3.89 0.72 0.96  0.1380
64 H -3.24 -0.35 3.32  0.0617
65 H -4.85 -0.21 3.71  0.0748
66 H -3.86 1.27 3.33  0.0690
67 H -5.88 1.77 1.70  0.0735
68 H -6.43 0.59 0.82  0.0610
69 C -0.09 0.00 10.14  -0.1400
70 O 0.71 0.60 9.18  -0.1693
71 C -0.05 1.18 8.14  -0.1671
72 C 0.75 2.18 7.18  -0.4582
73 C 0.79 3.59 7.63  -0.0743
74 N 0.31 2.15 5.83  0.0217
75 H 0.54 0.23 11.00  0.0923
76 H -0.38 -1.06 10.12  0.0875
77 H -1.01 0.56 10.28  0.0803
78 H -0.49 0.41 7.50  0.1162
79 H -0.92 1.72 8.52  0.1078
80 H 1.79 1.85 7.15  0.1285
81 H 1.66 3.85 8.25  0.0829
82 H -0.07 3.75 8.28  0.0751
83 H 0.72 4.33 6.84  0.0761
84 H 0.88 2.84 5.36  0.0662
85 H 0.56 1.32 5.32  0.0691
86 C 0.29 -5.13 4.57  -0.1311
87 O 0.59 -4.05 5.37  -0.1872
88 C 1.20 -3.03 4.67  -0.2293
89 C 0.49 -2.57 3.34  -0.1891
90 N 0.94 -1.25 2.84  -0.0573
91 C 2.23 -1.35 2.16  -0.1998
92 C 2.16 -0.98 0.66  -0.1935
93 O 1.38 0.23 0.47  -0.1886
94 C 1.34 0.59 -0.88  -0.1377
95 H 1.24 -5.52 4.21  0.0914
96 H -0.38 -4.99 3.72  0.0838
97 H -0.08 -5.88 5.27  0.0926
98 H 2.19 -3.46 4.55  0.1135
99 H 1.35 -2.23 5.39  0.1235
100 H -0.59 -2.66 3.48  0.1143
101 H 0.57 -3.27 2.51  0.0982
102 H 0.29 -0.73 2.27  0.0939
103 H 2.60 -2.37 2.21  0.1131
104 H 2.91 -0.65 2.64  0.1094
105 H 1.65 -1.77 0.11  0.1153
106 H 3.19 -0.94 0.31  0.1184
107 H 0.76 1.51 -0.89  0.0842
108 H 0.76 -0.10 -1.50  0.0824
109 H 2.27 0.76 -1.42  0.0862
110 O -0.03 6.41 -0.29  -0.0740
111 C -0.88 5.53 0.51  -0.2205
112 C -2.26 5.24 -0.12  -0.2571
113 O -3.26 6.07 0.37  -0.0499
114 H 0.47 6.83 0.42  0.0710
115 H -0.30 4.61 0.59  0.1050
116 H -0.88 5.84 1.55  0.1158
117 H -2.43 4.17 0.00  0.1098
118 H -2.16 5.53 -1.17  0.1215
119 H -2.93 6.40 1.21  0.0784
120 O -2.94 -9.32 7.08  -0.0837
121 C -3.81 -9.05 8.17  -0.2347
122 C -4.00 -7.48 8.19  -0.2082
123 O -2.95 -6.77 8.87  -0.0662
124 H -3.11 -10.19 6.71  0.0818
125 H -4.81 -9.40 7.93  0.1031
126 H -3.47 -9.60 9.04  0.1143
127 H -4.98 -7.18 8.58  0.1067
128 H -4.08 -7.27 7.12  0.1107
129 H -2.40 -6.38 8.19  0.0758

Calculated values
Relative energy (zero: lowest compared OMol25 entry of this formula, charge and spin) = 447.9 kJ/mol
E_tot = -63892.523 eV
Structure (SMILES) = COC[C@H](C)N.COC[C@H](C)N.COC[C@H](C)N.COC[C@H](C)N.COC[C@H](C)N.COCCNCCOC.OCCO.OCCO
HOMO-LUMO gap = 8.857 eV
F_max = 4.65 eV/A

=====

# 2
This record from OMol25 describes an isolated molecule of C3H5NO2 in a non-equilibrium geometry. The level of theory is ωB97M-V/def2-TZVPD.

Last column: natural (NBO) charge in e.
Atoms and positions in Å:
1 N 2.37 1.10 0.19  -0.7009
2 C 1.26 0.64 0.00  0.7709
3 O -0.46 1.43 0.40  -0.5403
4 C -1.36 0.48 0.16  -0.0472
5 C -0.45 -1.13 -0.25  -0.0667
6 O 0.85 -0.82 -0.47  -0.5181
7 H 3.33 0.75 0.17  0.4333
8 H -1.98 0.63 -0.74  0.1567
9 H -1.92 0.12 1.03  0.1641
10 H -0.62 -1.74 0.65  0.1679
11 H -1.01 -1.47 -1.13  0.1803

Calculated values
Relative energy (zero: lowest compared OMol25 entry of this formula, charge and spin) = 488.5 kJ/mol
E_tot = -8772.632 eV
HOMO-LUMO gap = 10.113 eV
F_max = 3.31 eV/A